{"formula": "C44H88O23", "method": "ωB97M-V with the def2-TZVPD basis set", "symbols": ["C", "C", "O", "C", "O", "O", "C", "H", "H", "H", "H", "H", "H", "H", "H", "C", "C", "O", "C", "O", "O", "C", "H", "H", "H", "H", "H", "H", "H", "H", "C", "C", "O", "C", "O", "O", "C", "H", "H", "H", "H", "H", "H", "H", "H", "C", "C", "O", "C", "O", "O", "C", "H", "H", "H", "H", "H", "H", "H", "H", "C", "C", "O", "C", "O", "O", "C", "H", "H", "H", "H", "H", "H", "H", "H", "C", "C", "O", "C", "H", "H", "H", "H", "H", "H", "C", "C", "O", "C", "H", "H", "H", "H", "H", "H", "C", "C", "O", "C", "H", "H", "H", "H", "H", "H", "C", "C", "O", "C", "H", "H", "H", "H", "H", "H", "C", "C", "O", "C", "H", "H", "H", "H", "H", "H", "C", "C", "O", "C", "H", "H", "H", "H", "H", "H", "C", "C", "O", "C", "H", "H", "H", "H", "H", "H", "C", "C", "O", "C", "H", "H", "H", "H", "H", "H"], "positions_angstrom": [[5.104, -0.631, -1.575], [4.289, -1.037, -0.395], [5.205, -1.707, 0.539], [4.747, -2.581, 1.421], [3.619, -2.887, 1.590], [5.814, -2.890, 2.207], [5.451, -3.810, 3.359], [5.694, -1.334, -2.117], [5.804, 0.003, -1.063], [4.489, -0.227, -2.373], [3.524, -1.788, -0.661], [3.931, -0.171, 0.178], [6.394, -3.845, 4.007], [5.186, -4.754, 2.880], [4.599, -3.373, 3.889], [-7.505, 2.349, 0.366], [-6.532, 1.780, 1.343], [-5.531, 0.920, 0.663], [-4.912, 0.068, 1.476], [-5.375, -0.419, 2.476], [-3.748, -0.354, 0.874], [-2.945, -1.322, 1.575], [-8.077, 3.109, 0.894], [-8.199, 1.614, 0.004], [-6.942, 2.767, -0.479], [-6.977, 1.160, 2.134], [-5.957, 2.589, 1.780], [-2.181, -0.764, 2.142], [-2.677, -1.987, 0.713], [-3.482, -1.953, 2.356], [-1.735, 5.573, -6.234], [-2.018, 5.528, -4.713], [-2.477, 4.243, -4.268], [-2.586, 4.060, -2.949], [-2.492, 4.951, -2.134], [-2.775, 2.792, -2.702], [-2.861, 2.428, -1.292], [-0.907, 4.942, -6.519], [-1.316, 6.510, -6.486], [-2.557, 5.255, -6.914], [-2.774, 6.223, -4.350], [-1.079, 5.732, -4.165], [-2.957, 1.311, -1.258], [-3.729, 2.865, -0.704], [-1.951, 2.789, -0.807], [-4.715, 2.577, 6.380], [-4.673, 1.354, 5.468], [-3.349, 1.350, 4.760], [-3.287, 2.083, 3.600], [-4.206, 2.515, 2.904], [-1.955, 2.261, 3.296], [-1.853, 3.002, 2.024], [-3.947, 2.504, 7.110], [-5.683, 2.828, 6.851], [-4.526, 3.477, 5.821], [-5.427, 1.378, 4.659], [-4.733, 0.405, 6.014], [-2.699, 2.655, 1.445], [-0.950, 2.744, 1.477], [-1.875, 4.074, 2.293], [0.920, 2.686, -3.788], [2.208, 2.128, -3.186], [1.964, 0.704, -2.760], [1.180, 0.541, -1.726], [0.621, 1.355, -1.061], [1.269, -0.761, -1.341], [0.464, -1.230, -0.244], [1.219, 3.597, -4.209], [0.118, 2.811, -3.034], [0.731, 2.022, -4.633], [2.632, 2.659, -2.294], [2.995, 2.041, -3.918], [0.992, -1.007, 0.681], [0.464, -2.291, -0.399], [-0.509, -0.790, -0.279], [-1.449, -0.157, -4.393], [-2.292, -0.840, -3.336], [-1.867, -1.096, -2.244], [-3.754, -1.015, -3.745], [-1.263, -0.797, -5.219], [-0.498, 0.178, -3.923], [-1.975, 0.701, -4.693], [-3.782, -0.975, -4.859], [-4.357, -0.190, -3.338], [-4.131, -1.931, -3.282], [-1.345, -4.498, -1.148], [-2.466, -5.215, -0.422], [-2.398, -5.923, 0.539], [-3.859, -5.000, -1.004], [-0.384, -4.577, -0.580], [-1.587, -3.469, -1.278], [-1.213, -4.972, -2.118], [-4.060, -5.862, -1.633], [-4.045, -4.090, -1.627], [-4.561, -4.991, -0.217], [5.419, 5.331, 1.857], [4.746, 3.916, 1.863], [3.871, 3.747, 2.680], [5.068, 2.943, 0.799], [6.272, 5.210, 2.515], [4.776, 6.054, 2.273], [5.717, 5.566, 0.816], [4.348, 3.043, -0.012], [5.080, 1.966, 1.181], [6.045, 3.118, 0.279], [2.333, 7.112, 0.669], [2.243, 6.061, -0.363], [3.236, 5.465, -0.603], [0.997, 5.791, -1.222], [1.667, 7.985, 0.518], [3.425, 7.457, 0.831], [2.163, 6.685, 1.705], [0.660, 4.783, -0.933], [1.401, 5.665, -2.248], [0.162, 6.443, -1.063], [3.920, 0.864, 4.918], [3.105, 0.492, 3.681], [3.499, -0.434, 2.957], [1.924, 1.292, 3.199], [3.382, 0.724, 5.880], [4.054, 1.908, 4.891], [4.836, 0.303, 4.971], [0.941, 0.835, 3.493], [1.977, 1.290, 2.116], [1.918, 2.284, 3.645], [0.646, -2.403, 3.454], [0.644, -3.906, 2.930], [0.058, -4.206, 1.921], [1.415, -4.906, 3.648], [0.069, -1.846, 2.655], [1.631, -1.875, 3.667], [-0.010, -2.416, 4.355], [2.472, -4.674, 3.444], [1.247, -5.848, 3.131], [1.311, -4.949, 4.769], [2.431, -6.493, 0.513], [1.737, -7.784, 0.677], [2.026, -8.583, 1.524], [0.496, -8.033, -0.125], [3.318, -6.482, 1.141], [1.754, -5.742, 0.896], [2.642, -6.207, -0.525], [0.453, -7.329, -0.963], [-0.438, -7.920, 0.456], [0.514, -9.066, -0.559], [1.291, -3.369, -3.875], [0.021, -3.957, -4.510], [-1.056, -3.559, -4.173], [0.156, -5.088, -5.508], [1.070, -2.431, -3.520], [2.067, -3.338, -4.624], [1.595, -4.019, -3.005], [-0.761, -5.108, -5.985], [0.292, -6.082, -4.990], [1.022, -4.962, -6.206]], "atomic_forces_ev_per_a": [[0.02, 0.62, 0.28], [-0.40, -2.31, 0.70], [0.49, 0.30, -0.97], [1.96, 1.76, 0.83], [-1.73, -1.36, 0.03], [-0.96, -1.31, 1.15], [1.38, 1.31, -1.07], [0.28, -1.37, 0.26], [0.63, 1.18, -0.82], [-0.15, 0.90, 0.34], [-0.07, 0.75, 0.38], [-0.45, -0.31, -0.49], [-1.50, -0.09, -1.08], [0.11, -0.10, 0.52], [0.23, -0.13, -0.04], [0.36, -0.13, -0.30], [0.66, -0.68, 0.38], [-0.12, 0.83, 0.32], [0.27, -1.61, -0.81], [0.46, 0.48, 0.21], [-1.49, 1.00, 0.95], [-0.77, -1.07, 0.18], [0.02, 0.24, -0.17], [-0.31, -0.40, -0.31], [-0.37, 0.15, 0.17], [-0.01, 0.37, -0.29], [-0.08, -0.14, 0.15], [0.22, -0.51, -0.71], [0.74, 0.52, 1.23], [0.16, 1.00, -1.20], [-0.68, -1.51, 0.51], [0.44, 0.15, 0.17], [0.13, -0.92, -0.78], [0.36, 1.46, -0.10], [0.02, -0.22, 0.05], [-0.70, -1.03, 0.73], [-0.53, -0.40, 0.68], [0.28, -0.78, 0.36], [-0.25, 1.44, -0.24], [0.24, 0.62, 0.73], [0.15, 0.40, -0.42], [-0.40, 0.12, -0.27], [0.29, 1.12, -0.10], [0.78, -0.27, -1.29], [-0.04, -0.36, -0.08], [-0.80, 0.13, -0.52], [0.13, 0.44, -1.20], [-0.82, 1.05, -0.87], [0.25, -0.11, 0.21], [1.47, -0.94, 2.07], [-1.48, -0.02, -0.55], [-0.05, -0.13, 0.80], [0.53, -0.09, 0.83], [0.30, -0.84, -0.08], [0.33, 0.32, -0.58], [0.23, -0.08, 0.63], [0.22, 0.29, -0.28], [-0.02, 0.60, -0.33], [0.30, -0.17, 0.54], [-0.16, -0.52, -0.53], [0.93, -1.15, 0.82], [-0.66, -0.93, 1.69], [0.65, 1.27, -1.33], [0.91, -2.37, 2.02], [-0.96, 1.56, 0.17], [-0.03, 0.53, -1.27], [1.10, 0.44, -0.21], [0.01, 1.73, -0.60], [0.40, -0.28, -0.73], [-0.76, 0.06, 0.21], [-0.67, -0.27, -0.72], [0.13, -0.13, -0.28], [-0.07, 0.09, 0.16], [-0.35, -0.49, 0.16], [-0.60, 0.13, 0.04], [1.30, -0.25, 2.09], [-0.58, 0.79, -0.78], [0.04, -0.34, 0.61], [0.56, -0.06, -0.18], [0.13, -0.62, -0.81], [-0.53, -0.41, -0.43], [-0.76, 1.25, -0.69], [-0.44, -0.36, 0.88], [0.30, -0.04, -0.14], [-0.06, 0.00, -0.44], [1.25, -1.39, 1.36], [-0.97, 1.18, -0.95], [0.90, -0.60, 0.70], [0.41, 0.82, -1.41], [-0.83, -0.03, -0.36], [-0.28, 0.82, -0.33], [-0.12, 0.11, -0.20], [-0.15, -0.19, -0.16], [0.59, -0.63, 0.44], [-0.81, -0.16, 0.99], [0.67, -2.38, -1.38], [-0.55, 2.81, 0.19], [-0.02, -0.84, 0.22], [1.52, 0.77, -1.48], [0.51, 0.24, -0.05], [-0.86, 0.70, 0.40], [0.01, 0.12, 0.76], [-0.39, -0.01, 0.15], [-0.24, -1.50, 0.50], [-0.62, 0.06, 0.72], [0.92, 1.44, 2.57], [-1.65, 1.22, -0.58], [2.30, -2.08, -0.75], [1.11, -1.17, 0.56], [0.32, -0.56, 0.14], [-1.70, -0.44, -0.88], [-0.44, 0.25, -1.13], [0.01, 0.15, -0.05], [-0.65, 0.47, 0.43], [-0.26, 0.57, -0.34], [-1.59, -0.83, 0.43], [1.06, -1.55, -1.09], [-0.44, 1.25, 1.21], [-0.82, -0.22, 1.04], [-0.06, -0.23, -0.64], [0.62, 1.40, -0.18], [0.31, -0.09, -0.22], [0.90, 0.04, -0.16], [-0.10, 0.29, -0.09], [0.08, 0.16, -0.33], [-0.89, -0.32, -0.79], [0.10, 2.61, 0.17], [-0.33, 0.27, -0.32], [1.38, -1.03, 1.15], [0.78, -0.39, 0.92], [-1.13, -1.16, -0.36], [0.58, 0.18, -0.35], [-0.09, 0.15, 0.17], [-0.18, -0.32, 0.57], [-0.16, 0.05, -1.20], [0.64, 0.51, -0.10], [-1.31, -0.32, 0.00], [0.89, -0.64, 0.85], [-0.54, -0.45, -1.40], [0.18, 0.06, -0.18], [-0.33, 0.42, 0.07], [0.04, -0.24, 0.19], [-0.22, -0.05, 0.03], [0.60, 0.03, -0.03], [0.03, 0.80, 0.52], [-0.23, -2.87, -0.47], [1.79, -0.35, 0.55], [-1.11, 0.39, -0.07], [2.24, -0.54, 0.97], [-0.42, 2.26, 0.95], [0.48, -0.03, 0.01], [-0.18, 0.52, -0.91], [-1.73, -0.30, -1.40], [-0.04, 1.06, -0.30], [-0.82, -0.04, 0.56]], "lowdin_charge": [-0.054, -0.181, 0.018, -0.652, 0.122, -0.031, 0.008, 0.072, 0.074, 0.073, 0.123, 0.121, 0.113, 0.080, 0.076, -0.066, -0.196, 0.024, -0.593, 0.110, -0.045, -0.031, 0.084, 0.071, 0.085, 0.126, 0.096, 0.088, 0.101, 0.115, -0.053, -0.192, 0.016, -0.645, 0.111, 0.004, -0.007, 0.061, 0.057, 0.091, 0.123, 0.121, 0.099, 0.113, 0.072, -0.064, -0.151, 0.004, -0.512, 0.064, -0.021, -0.005, 0.065, 0.090, 0.068, 0.112, 0.125, 0.061, 0.086, 0.112, -0.055, -0.131, 0.011, -0.647, 0.125, -0.049, -0.017, 0.054, 0.084, 0.084, 0.129, 0.114, 0.086, 0.078, 0.063, -0.002, -0.494, 0.064, 0.001, 0.075, 0.077, 0.066, 0.092, 0.089, 0.075, -0.015, -0.490, 0.074, -0.018, 0.076, 0.046, 0.074, 0.083, 0.081, 0.060, -0.014, -0.469, 0.054, -0.012, 0.078, 0.042, 0.085, 0.082, 0.056, 0.105, -0.032, -0.523, 0.064, 0.003, 0.083, 0.106, 0.106, 0.083, 0.090, 0.067, -0.002, -0.441, 0.024, -0.019, 0.096, 0.050, 0.077, 0.096, 0.077, 0.069, 0.000, -0.492, 0.055, -0.023, 0.060, 0.075, 0.082, 0.077, 0.078, 0.112, -0.020, -0.534, 0.070, -0.022, 0.085, 0.059, 0.091, 0.062, 0.090, 0.098, 0.013, -0.490, 0.065, -0.015, 0.031, 0.073, 0.110, 0.045, 0.108, 0.095], "homo_energy_ev": -8.99, "e_lumo_ev": 0.47, "energy_ev": -94145.6188, "spin_multiplicity": 1, "relative_energy_ev": 0.000, "max_force_ev_per_a": 3.244, "orbital_gap_ev": 9.46}